# 1
Computed, not measured: a molecular structure, C6H14NO, with wB97M-V/def2-TZVPD.

Geometry (Å):
1 H -4.31 -1.72 1.60
2 N -1.66 -0.86 1.15
3 H -3.04 -0.97 -0.52
4 O 3.79 0.03 -2.15
5 H -1.93 -2.38 -0.18
6 C 1.98 2.47 0.03
7 C -2.54 -1.57 0.25
8 H 0.14 -0.03 1.22
9 C 2.97 0.81 -1.68
10 H 2.65 0.44 -0.49
11 H 2.28 3.19 0.80
12 H -4.20 -2.96 0.30
13 H 4.14 1.74 -0.09
14 H -0.87 0.64 -0.18
15 C -0.57 -0.22 0.42
16 H 1.19 1.85 0.45
17 H 2.04 1.13 -2.21
18 C 3.12 1.59 -0.44
19 H -3.19 -3.00 1.78
20 H -0.08 -0.92 -0.29
21 H 1.72 3.11 -0.81
22 C -3.63 -2.36 1.02

Results
2S+1   2
Frontier orbital gap (alpha / beta)   10.14 / 9.06 eV
LUMO (alpha / beta)   0.82 / -0.26 eV

---

# 2
Computed, not measured: a molecular structure, C3H13N3O, with wB97M-V/def2-TZVPD.

Geometry (Å):
1 H 2.40 -1.16 -0.47
2 H -1.15 -2.79 -0.08
3 N 1.80 0.72 -0.33
4 H -1.12 -0.83 1.58
5 H -1.90 2.36 0.71
6 H -2.31 -0.78 0.43
7 C -1.22 -0.69 0.50
8 H 0.42 -2.01 0.01
9 C -1.29 0.96 -0.61
10 C -0.62 -1.85 -0.28
11 N -1.13 2.10 0.11
12 H 0.13 0.10 0.77
13 H -2.27 0.84 -1.07
14 H -0.44 0.72 -1.24
15 H 3.35 -0.25 0.52
16 H 2.27 1.62 -0.40
17 H -0.66 -1.66 -1.35
18 H -0.22 2.09 0.61
19 O 1.13 0.77 0.94
20 N 2.82 -0.25 -0.35

Results
Frontier orbital gap   9.34 eV
LUMO   1.03 eV

---

# 3
Computed, not measured: a molecular structure, C40H70BrN3O9PbSSbSi4, with wB97M-V/def2-TZVPD.

Geometry (Å):
1 O 1.24 -1.70 -5.86
2 H -3.93 -4.77 -0.70
3 H 1.87 5.06 2.08
4 O 0.31 -3.14 -4.56
5 H -0.07 -5.74 2.67
6 Si 1.97 0.82 0.68
7 C -0.50 -1.08 -2.85
8 H 0.53 3.92 1.88
9 C -1.36 1.07 7.75
10 C -0.11 -4.79 3.20
11 Si 2.83 -0.15 2.64
12 O -0.93 2.81 0.00
13 H -3.27 -1.04 1.41
14 C -0.04 -0.96 -4.12
15 H 5.25 0.40 2.25
16 H -2.00 -4.73 -2.00
17 C 2.23 3.91 -0.89
18 H 2.90 -0.02 -3.57
19 H -1.34 -3.05 3.40
20 H -0.66 2.78 3.88
21 C -1.63 -6.48 0.23
22 C 2.54 0.97 4.13
23 H 0.84 1.94 -5.42
24 Sb -1.23 -3.33 0.80
25 C -2.13 6.05 2.99
26 N 0.53 -2.00 -4.91
27 C -3.32 -2.93 0.30
28 H -2.56 -5.02 4.35
29 C -1.04 0.51 3.52
30 N -0.84 0.15 -2.39
31 S -1.79 0.18 -7.40
32 H 0.94 0.39 -6.24
33 C -1.76 7.16 2.24
34 C 2.03 -1.82 2.97
35 H -3.53 -4.20 3.14
36 C 1.60 4.00 2.08
37 O -3.07 2.58 0.63
38 C -4.25 -4.12 0.11
39 C -0.99 -5.01 -1.72
40 H 1.79 3.60 3.08
41 H -2.73 -5.71 2.74
42 H 1.14 0.34 -8.47
43 H 2.78 0.44 5.05
44 O -1.14 -0.64 3.05
45 H -1.45 -6.72 1.28
46 C -0.86 -5.23 -0.21
47 H 0.88 -0.75 -9.83
48 H -1.25 7.88 0.28
49 H -0.32 -4.22 -2.07
50 O -3.10 0.69 -7.72
51 C -1.99 4.66 1.02
52 H -2.31 6.14 4.05
53 H 5.04 2.82 0.40
54 H 0.05 3.02 -3.63
55 H 1.60 -2.14 -1.19
56 C 2.68 -2.00 -1.20
57 H 2.81 3.46 -1.70
58 H -2.71 -6.37 0.10
59 C -0.94 -0.03 -8.96
60 H -0.73 -5.92 -2.27
61 H -1.43 1.20 8.82
62 H -1.55 -0.79 -9.45
63 O -0.81 1.53 2.78
64 H 1.16 3.81 -1.13
65 H -1.70 2.80 -3.82
66 Br -1.34 5.67 -1.59
67 C -1.09 2.16 6.95
68 H 0.95 -1.71 3.12
69 C -1.53 -0.20 7.20
70 H -4.32 -4.73 1.02
71 H 2.18 -2.48 2.11
72 H 3.08 -2.46 -2.11
73 C -2.62 -4.77 3.29
74 H 5.46 -0.58 -1.88
75 Si 2.57 3.08 0.76
76 H -1.31 -7.34 -0.37
77 H -1.65 8.13 2.71
78 H 0.61 -1.32 -8.17
79 H -0.94 3.14 7.36
80 H 3.08 -2.55 -0.34
81 H -1.70 1.95 -5.93
82 Si 3.16 -0.18 -1.08
83 C -0.81 2.47 -3.27
84 H -0.58 -1.97 -2.25
85 H -2.56 3.95 2.94
86 C -0.61 1.00 -3.37
87 C -3.90 -1.93 1.31
88 Pb -0.82 0.50 0.54
89 H 2.46 -2.29 3.85
90 C -1.15 0.73 4.99
91 H -3.99 -2.36 2.30
92 H -1.73 -1.05 7.83
93 H 2.47 4.98 -0.85
94 H 1.77 1.07 -2.74
95 C 4.40 3.31 1.15
96 C -1.52 7.03 0.88
97 C -2.26 4.82 2.37
98 H 0.20 -5.39 0.02
99 H 4.93 -1.31 1.94
100 H 3.18 1.86 4.07
101 H 3.47 1.51 -2.88
102 C 4.69 -0.47 2.60
103 H 5.03 -0.72 3.61
104 C -0.92 1.48 -6.54
105 C -1.64 5.78 0.29
106 H -5.26 -3.77 -0.13
107 H 0.80 -4.23 2.96
108 H 1.51 1.32 4.19
109 H -0.07 -5.01 4.28
110 H 5.41 0.90 -0.92
111 H 5.44 -0.67 -0.12
112 H 4.65 2.88 2.13
113 C 2.78 0.67 -2.73
114 C 5.05 -0.13 -0.98
115 H -0.96 2.71 -2.21
116 H 4.66 4.37 1.17
117 C -1.42 -0.35 5.83
118 C -0.98 2.00 5.56
119 H -0.62 2.21 -7.29
120 H -4.89 -1.61 0.99
121 H -1.07 0.90 -9.50
122 H -1.54 -1.32 5.36
123 C -2.04 3.24 0.48
124 O -1.66 -1.04 -6.65
125 C 0.27 1.05 -5.70
126 C 0.51 -0.46 -8.84
127 N -0.11 0.37 -4.47
128 C -1.37 -4.00 2.87
129 O -0.71 3.09 4.83
130 H -3.23 -2.41 -0.66

Results
Total charge   -1
Frontier orbital gap   5.90 eV
LUMO   1.47 eV

---

# 4
Computed, not measured: a molecular structure, C19H20AsBaN6O6PS2, with wB97M-V/def2-TZVPD.

Geometry (Å):
1 P 0.00 0.19 3.11
2 H 4.83 0.10 2.28
3 N 1.82 0.18 0.96
4 C -0.26 -2.55 -4.48
5 O -2.91 0.50 -4.26
6 H -2.05 -3.04 0.00
7 H 2.61 1.01 4.83
8 H 1.85 -1.51 -6.93
9 C -0.34 -0.15 -4.75
10 C -1.19 2.78 4.53
11 H 2.71 2.07 -4.29
12 H 0.88 0.69 -6.29
13 O -1.14 2.05 -2.81
14 H -1.64 1.91 5.01
15 C -0.80 1.62 2.32
16 H -2.59 -3.88 2.57
17 C -2.04 -3.03 2.20
18 C -1.61 3.08 0.96
19 S -3.07 -0.34 -2.96
20 O -1.46 2.45 -5.64
21 C 0.58 -0.22 -5.78
22 As -1.28 1.48 -4.36
23 C 3.18 0.16 0.78
24 H -0.15 2.86 4.86
25 H -0.51 -2.24 4.92
26 C 2.33 0.79 -2.92
27 C 1.10 -1.45 -6.14
28 N -1.01 1.86 1.04
29 C 1.62 0.15 2.27
30 O 2.03 1.92 -3.60
31 H -2.19 4.51 2.58
32 N -1.26 2.66 3.08
33 C -1.51 -2.19 4.50
34 N -1.02 -1.45 0.99
35 H -1.90 3.52 0.02
36 C -0.74 -1.30 -4.10
37 H 3.61 0.17 -0.21
38 O -1.58 -1.22 -2.99
39 C -0.85 -1.18 2.28
40 H 1.07 -3.57 -5.80
41 O -4.08 -1.34 -3.20
42 C -1.76 -2.60 0.94
43 H -2.02 -1.32 4.91
44 C 0.67 -2.60 -5.50
45 Ba -0.08 0.29 -1.18
46 C 3.79 0.12 2.00
47 H 2.44 -0.76 4.82
48 C -1.77 3.59 2.22
49 H -0.60 -3.43 -3.97
50 N 2.80 0.11 2.94
51 H -2.06 -3.09 4.78
52 S 3.71 -0.01 -3.38
53 H 4.03 -0.02 4.60
54 H -1.73 3.67 4.82
55 C 2.97 0.08 4.38
56 N -1.47 -2.12 3.05

Results
Total charge   -1
2S+1   2
Frontier orbital gap (alpha / beta)   2.32 / 6.87 eV
LUMO (alpha / beta)   2.15 / 2.26 eV

---

# 5
Computed, not measured: C4H5FO2 in the gas phase, with wB97M-V/def2-TZVPD.

Geometry (Å):
1 O 0.69 1.35 1.12
2 C 0.80 0.35 0.47
3 H -2.52 -0.15 -0.46
4 C -1.74 0.24 0.13
5 O 2.68 0.03 -1.15
6 H -1.90 0.00 1.15
7 H -0.40 0.16 -1.33
8 C 2.18 -0.25 -0.13
9 C -0.36 -0.28 -0.29
10 H -0.37 -1.41 -0.03
11 H -1.79 1.29 -0.07
12 F 2.73 -1.33 0.59

Results
2S+1   3
Frontier orbital gap (alpha / beta)   7.50 / 8.75 eV
LUMO (alpha / beta)   0.64 / -3.31 eV

---

# 6
Computed, not measured: 2 unconnected molecules or ions with the total composition C19H25F13NO3S2, with wB97M-V/def2-TZVPD.

Geometry (Å):
1 H 4.76 -2.89 0.52
2 C 3.63 -1.99 -1.61
3 F -2.96 0.60 4.29
4 H 5.72 -0.28 -1.88
5 C 3.18 -0.60 0.40
6 C 5.01 0.08 -1.15
7 H 3.65 0.07 1.13
8 F -3.24 -0.65 -1.37
9 F -3.50 1.66 2.10
10 F -1.28 1.21 -0.22
11 C 6.66 -2.14 -0.23
12 H 2.08 -1.96 -3.09
13 N 4.28 -1.10 -0.55
14 H 7.18 -1.19 -0.34
15 C -3.52 0.25 -0.26
16 O -8.01 4.31 -1.70
17 C 5.25 -1.94 0.32
18 C -6.47 2.41 -1.42
19 F -0.80 -2.09 3.49
20 C -5.38 1.30 -1.78
21 C 1.45 -0.74 -1.44
22 H -4.17 2.47 -0.22
23 H -5.96 2.79 2.31
24 O -8.63 4.41 0.64
25 H 2.94 -0.44 -2.97
26 H 0.72 -0.16 -2.00
27 H 5.34 -1.41 1.27
28 F -1.36 -0.91 5.41
29 H 5.51 0.62 -0.34
30 H -5.73 0.23 -1.66
31 C -6.99 2.68 -0.13
32 H 6.25 -3.89 -1.45
33 F -1.29 2.07 2.12
34 C 6.80 -2.95 -1.51
35 F -0.25 1.03 4.59
36 C -2.22 0.98 2.01
37 S -0.56 -0.48 3.98
38 C -8.00 3.90 -0.32
39 C -7.19 3.42 -2.45
40 F -2.93 -1.24 2.96
41 F 0.30 -0.23 2.57
42 F -4.57 -0.42 0.46
43 H -5.12 1.46 -2.90
44 H 3.23 -2.86 -1.10
45 C -2.20 -0.03 3.24
46 H 6.46 -2.40 -2.38
47 H 7.85 -3.19 -1.68
48 O -7.08 3.38 -3.69
49 H 2.79 -1.48 0.93
50 F -1.54 -0.95 0.49
51 H 7.22 -2.68 0.55
52 H 4.30 0.74 -1.64
53 H 4.41 -2.31 -2.31
54 H 2.40 1.07 -0.74
55 F 0.86 -1.00 4.69
56 S -6.68 1.92 1.51
57 C -2.14 0.34 0.55
58 C 2.53 -1.27 -2.37
59 C -4.00 1.62 -0.96
60 H -3.21 1.93 -1.72
61 H 0.91 -1.58 -0.99
62 H 1.26 0.37 0.39
63 C 2.05 0.11 -0.33

Results
Total charge   +1
Frontier orbital gap   7.82 eV
LUMO   -3.84 eV

---

# 7
Computed, not measured: a molecular structure, C53H57Cl2N7O5P2PbS2Se2Si4, with wB97M-V/def2-TZVPD.

Geometry (Å):
1 H 2.19 0.21 -1.95
2 H -5.56 0.40 3.32
3 H 0.62 5.10 2.15
4 N 0.29 -0.22 1.08
5 H 0.20 -5.92 -4.53
6 H -7.58 2.80 -3.13
7 C 6.37 -0.41 2.95
8 C -3.10 -5.15 1.96
9 N -0.29 -1.40 0.89
10 C 4.28 3.47 -1.95
11 S -2.95 0.09 -2.59
12 C 5.17 -1.10 3.08
13 C -3.29 -3.94 -0.82
14 H 0.25 -3.44 -4.74
15 C 0.96 -1.60 4.13
16 H 0.48 2.79 -5.62
17 C 1.65 -1.65 0.04
18 C 3.72 3.00 -0.77
19 C -2.30 4.91 3.83
20 H -6.06 -0.46 0.71
21 C 3.39 1.57 -3.12
22 N -0.72 3.89 0.10
23 P 2.90 -2.80 -0.65
24 C 1.41 4.06 -4.13
25 H 3.23 1.03 -4.05
26 H 1.35 -7.02 -2.64
27 C 4.34 -1.99 -2.97
28 H -4.83 -1.82 4.26
29 H 1.55 -0.74 3.81
30 H -0.54 1.14 3.08
31 H -3.18 -6.17 1.57
32 C -5.19 -1.11 0.55
33 C -3.11 4.36 2.85
34 C 6.42 -0.91 -1.49
35 C -2.56 4.00 1.62
36 C 4.26 -1.98 -1.57
37 C 1.35 4.47 -2.81
38 H 1.20 -1.79 5.18
39 Cl 0.05 5.89 4.81
40 C 1.52 -0.33 0.57
41 C 4.13 2.74 -3.12
42 H -4.12 -4.79 2.15
43 H 7.25 -0.75 3.49
44 O 1.05 5.37 -0.20
45 H 5.33 -1.56 0.23
46 Si -1.81 -1.94 1.81
47 C 4.12 0.45 1.57
48 H 5.49 -1.48 -4.69
49 H -0.26 -4.57 -0.69
50 Se 3.74 -3.99 0.88
51 Se 1.84 2.53 2.21
52 H -0.95 -6.07 -0.04
53 H -3.93 0.95 3.67
54 C -6.24 3.15 -1.48
55 C 2.05 -3.79 -1.91
56 H 0.11 -5.06 0.96
57 C -0.96 5.17 3.58
58 H 1.40 -2.10 -3.08
59 C 6.44 0.72 2.15
60 H 4.82 4.41 -1.95
61 Si -0.88 -1.19 3.89
62 H 7.33 -0.46 -3.39
63 H -4.71 -0.79 -0.37
64 Cl -3.02 5.29 5.38
65 H 3.76 3.58 0.15
66 C -1.18 4.26 1.36
67 H -5.45 -2.85 2.98
68 H 2.05 5.18 -2.39
69 H 2.51 -5.65 -0.94
70 H -2.09 1.00 3.89
71 C 6.48 -0.89 -2.88
72 P 2.57 1.12 0.86
73 C 0.47 3.15 -4.59
74 C 0.27 4.46 -0.55
75 C 0.37 3.95 -1.98
76 C 5.44 -1.46 -3.61
77 H -1.85 -2.95 5.43
78 H 7.37 1.26 2.06
79 C 4.05 -0.67 2.39
80 N -3.91 3.08 -1.98
81 C 1.42 -3.18 -2.98
82 H -5.56 -2.13 0.40
83 C 2.83 1.09 -1.95
84 S -1.06 -0.60 -2.78
85 H -7.00 3.27 -0.72
86 C -4.54 3.68 0.30
87 H -4.70 1.41 2.16
88 O -0.67 -0.43 -4.18
89 C -0.41 4.87 2.35
90 H -3.80 -3.06 3.54
91 C -5.51 2.82 -3.73
92 C -1.78 -1.85 5.43
93 O -1.10 -2.00 -2.36
94 C 0.74 -5.32 -3.81
95 C -4.21 2.90 -3.26
96 C 5.34 -1.47 -0.85
97 C 3.04 1.78 -0.76
98 H -3.37 2.82 -3.94
99 H 7.24 -0.50 -0.91
100 H -3.96 -3.07 -0.81
101 H 3.54 -2.42 -3.55
102 C -4.91 3.24 -1.10
103 H -0.60 1.11 4.85
104 N -3.27 3.42 0.57
105 C 2.03 -5.18 -1.79
106 C 0.77 -3.95 -3.93
107 H 4.58 3.10 -4.04
108 H -4.16 4.21 3.03
109 C -0.67 -5.04 0.20
110 Pb -1.87 1.89 -0.73
111 C -4.58 0.60 2.87
112 H 2.17 4.45 -4.80
113 H 3.12 -1.20 2.49
114 H 1.27 -2.47 3.55
115 Si -2.19 -4.03 0.70
116 Si -4.01 -1.00 2.03
117 H -1.26 -1.55 6.34
118 C 1.38 -5.94 -2.74
119 O -5.40 4.28 0.97
120 C -1.04 0.69 3.94
121 H -3.90 -4.84 -0.95
122 C -6.55 2.91 -2.81
123 H -2.80 -1.46 5.48
124 H 5.37 2.04 0.85
125 N -0.53 3.07 -2.44
126 H -5.70 2.66 -4.78
127 H 5.12 -1.99 3.70
128 H -2.65 -3.81 -1.70
129 C -0.47 2.66 -3.71
130 H -2.57 -5.19 2.91
131 H -1.19 1.92 -4.02
132 C -4.57 -2.31 3.32
133 O -0.17 0.21 -1.89
134 N 0.50 -2.27 0.28
135 C 5.31 1.15 1.46

Results
Total charge   -2
Frontier orbital gap   5.96 eV
LUMO   3.66 eV

---

# 8
Computed, not measured: a molecular structure, CHNO2S, with wB97M-V/def2-TZVPD.

Geometry (Å):
1 C -0.29 0.58 0.04
2 N 0.35 -0.74 -0.11
3 O 1.52 -0.85 0.21
4 O -0.33 -1.70 -0.39
5 H -1.66 0.66 0.44
6 S 0.41 2.04 -0.19

Results
Frontier orbital gap   7.99 eV
LUMO   -2.16 eV

---

| no. | energy (eV) |
| --- | --- |
| 1 | -9981.83889 |
| 2 | -9834.75317 |
| 3 | -189692.19728 |
| 4 | -133745.44682 |
| 5 | -11036.56635 |
| 6 | -84726.90411 |
| 7 | -309307.98017 |
| 8 | -17468.00887 |